--- 1 ---
C3H9N2O2 | ωB97M-V with the def2-TZVPD basis set

The geometry in ORCA input format:
```
! wB97M-V def2-TZVPD RIJCOSX def2/J DEFGRID3
* xyz 1 1
H 1.39382 1.72169 0.48051
H 1.45301 -1.93584 1.14618
C 2.09570 -0.33580 0.01842
H -2.03201 -0.54262 0.45405
N -0.07773 0.55130 -0.42831
O -1.26225 -1.25471 0.30807
C -0.13732 -0.60891 0.16542
O -2.94536 0.41657 -0.04092
C 1.34257 0.99773 -0.33806
H 1.78564 1.32552 -1.33132
H -3.23559 0.83650 -0.87516
H 2.84922 -0.30304 0.78742
N 1.01994 -1.09826 0.59695
H -0.93883 1.06517 -0.44737
H -3.75523 0.00914 0.35900
H 2.44441 -0.84442 -0.85486
*
```

Calculated values
- M: 105.1 g mol⁻¹
- E_LUMO: -3.20 eV
- Gap between HOMO and LUMO: 11.1 eV



--- 2 ---
C3H9N2O2 | ωB97M-V with the def2-TZVPD basis set

The geometry in ORCA input format:
```
! wB97M-V def2-TZVPD RIJCOSX def2/J DEFGRID3
* xyz 1 1
C -1.95900 1.18368 0.88124
H -2.04712 1.47077 -0.10650
N -0.57665 -0.56456 0.28428
C 0.50548 -1.33077 0.31508
H -1.03134 -0.71593 -0.55140
H 1.12996 -1.53704 1.14408
H 0.71689 1.37114 -0.56415
H 2.19482 1.64712 -1.28127
H 1.17533 -2.70425 -0.72877
O 1.89287 -0.22370 -0.66217
H -1.12451 -0.03166 2.38305
N 1.43014 0.97241 -1.18513
O 0.41007 -2.26394 -0.63426
H 1.01065 0.74066 -2.18924
C -1.20784 0.24799 1.28785
H -2.51973 1.73807 1.60730
*
```

Calculated values
- M: 105.1 g mol⁻¹
- E_LUMO: -3.39 eV
- Gap between HOMO and LUMO: 10.4 eV



--- 3 ---
C3H9N2O2 | ωB97M-V with the def2-TZVPD basis set

The geometry in ORCA input format:
```
! wB97M-V def2-TZVPD RIJCOSX def2/J DEFGRID3
* xyz 1 1
C -0.21344 0.69125 -0.07315
H -0.49385 2.69169 0.10613
H -1.54049 -0.87981 0.80134
H -0.74732 0.74542 -1.09256
H -0.11869 1.56118 1.64012
H -0.52225 -1.54351 -0.34906
H 2.76831 1.78710 -0.11809
N 1.15836 0.65465 -0.47717
C -0.73328 1.84366 0.77709
N -0.06769 -2.08548 -1.39472
O 0.58495 -3.14912 -1.17859
H -1.84757 1.70949 1.02325
O 1.82199 1.61358 0.15122
H 0.17134 -0.88676 1.29869
H 0.25749 -4.04587 -1.62717
C -0.47786 -0.70748 0.51265
*
```

Calculated values
- M: 105.1 g mol⁻¹
- E_LUMO (spin up / spin down): -7.14 / -7.71 eV
- Gap between HOMO and LUMO (spin up / spin down): 5.3 / 4.1 eV



Stability ranking, top and bottom: 1 is the most stable and 3 is the least stable.



--- 1 ---
C5H16NO2 | ωB97M-V with the def2-TZVPD basis set

The geometry in ORCA input format:
```
! wB97M-V def2-TZVPD RIJCOSX def2/J DEFGRID3
* xyz 1 1
C -0.72224 -1.07450 2.61504
H 0.85719 -0.94780 -0.21820
H -1.05936 -0.27390 3.25725
H 0.14762 -2.57244 -2.85726
H 1.24065 1.01049 2.12438
C 0.32364 1.05631 -0.34368
H 0.64628 1.27693 -2.34376
C 0.87410 0.02802 0.27320
H 1.50090 -2.02798 -2.51694
C 0.77944 -1.11845 2.49368
H -1.12940 -2.02029 3.01273
H -0.35684 0.01621 -2.01163
H 1.06219 -2.04791 2.01945
H -2.85197 2.33964 -3.30509
H -1.23154 -0.99866 1.64247
H -0.97668 1.56154 -1.87610
H 0.26884 2.03500 0.10460
C 1.38624 0.02641 1.67430
H 2.45992 -0.19972 1.61855
H 1.25391 -1.12878 3.46873
O 0.56201 -1.82218 -2.40676
N -0.12850 0.98473 -1.75058
H -2.66076 3.30117 -2.08368
O -2.24562 2.59616 -2.59070
*
```

Calculated values
- M: 122.2 g mol⁻¹
- E_LUMO: -2.93 eV
- Gap between HOMO and LUMO: 10.9 eV



--- 2 ---
C5H16NO2 | ωB97M-V with the def2-TZVPD basis set

The geometry in ORCA input format:
```
! wB97M-V def2-TZVPD RIJCOSX def2/J DEFGRID3
* xyz 1 1
H -1.63177 0.65683 0.56218
H 1.82930 -1.12634 0.17420
H -1.68660 -0.40524 -1.57162
O -2.41246 3.48664 1.32123
H -1.68355 3.62376 2.05089
H 0.08748 -2.07958 -1.05726
H -1.17136 -1.87867 -0.02727
C 0.67426 -1.61335 1.90194
C -0.68725 0.82242 -0.16702
H 1.49102 -1.14357 -3.92609
H 0.66832 1.18388 1.59049
H -0.84883 1.75913 -0.48149
H 0.07244 0.09036 -2.01685
O 1.66317 -0.95956 -3.00205
H -0.07631 -1.09542 2.56177
H -2.59825 4.40513 0.98846
H 0.27003 -2.59260 1.81983
C 0.61415 0.66921 0.57902
C 0.80749 -0.94603 0.63177
H 1.40635 1.18757 0.11085
C -0.72567 -0.26594 -1.15799
H 2.62149 -0.68929 -2.94963
N -0.30056 -1.47028 -0.43410
H 1.61708 -1.61906 2.49876
*
```

Calculated values
- M: 122.2 g mol⁻¹
- E_LUMO: -2.77 eV
- Gap between HOMO and LUMO: 11.3 eV



--- 3 ---
C5H16NO2 | ωB97M-V with the def2-TZVPD basis set

The geometry in ORCA input format:
```
! wB97M-V def2-TZVPD RIJCOSX def2/J DEFGRID3
* xyz 1 1
H -1.01133 -0.66999 1.49182
H 2.47188 1.34171 -1.51105
C 0.19197 0.79126 -1.94017
O 0.24685 0.55372 2.96404
H -0.00690 -1.56973 -2.04528
C -1.08776 1.19862 -2.04670
C 1.47661 1.70986 -1.78172
O -1.15424 -2.44155 2.20434
H 1.28522 2.38336 -0.95001
H 1.49650 -1.06335 -2.09692
H -1.84120 0.46617 -2.11273
C 0.51386 -0.66484 -1.61307
H 0.74709 -0.05648 3.60387
H -1.58371 -0.13471 0.16299
H 0.44336 -1.79503 0.17731
N -0.72521 -0.09358 0.62884
H 1.28813 -0.14264 0.43245
H 1.51066 2.16736 -2.80254
H -1.84743 -2.83862 1.75736
H -1.03340 -2.83638 2.97898
C 0.45523 -0.72144 -0.09474
H -0.02042 1.28913 3.54069
H -0.46824 0.90302 0.85427
H -1.34751 2.22412 -1.80201
*
```

Calculated values
- M: 122.2 g mol⁻¹
- E_LUMO: -3.03 eV
- Gap between HOMO and LUMO: 10.0 eV



--- 4 ---
C5H16NO2 | ωB97M-V with the def2-TZVPD basis set

The geometry in ORCA input format:
```
! wB97M-V def2-TZVPD RIJCOSX def2/J DEFGRID3
* xyz 1 1
C 0.58834 1.50912 1.72039
H 2.04535 1.89106 -0.98250
H -2.20365 -2.75113 1.92660
H 1.48302 1.38394 -2.50385
O -1.39413 -1.94938 -0.86296
H 1.49011 -0.86763 -0.45376
H -1.89927 0.78124 1.69856
H -1.13867 -2.22112 -1.74487
H 1.94570 -0.85219 -2.00199
C -0.19476 1.25487 0.57305
H -2.25012 0.52709 0.00054
H -0.71236 0.81313 -1.64275
H 0.52098 1.23187 2.77969
O -1.42044 -2.13096 1.82134
C 1.37890 1.10211 -1.38083
H 1.38055 2.29480 1.51346
H -0.71974 -2.48014 2.31780
H -1.14196 -0.51149 0.77480
H 3.08941 -0.30472 -0.88625
H -0.39384 2.26388 -1.18576
C -0.01832 1.35715 -0.88020
C 2.00674 -0.26913 -1.13223
N -1.48452 0.46650 0.80039
H -0.95731 -2.53888 -0.26864
*
```

Calculated values
- M: 122.2 g mol⁻¹
- E_LUMO: -3.05 eV
- Gap between HOMO and LUMO: 10.7 eV



Stability ranking, top and bottom: 1 is the most stable and 4 is the least stable.



--- 1 ---
C8H16O2 | ωB97M-V with the def2-TZVPD basis set

The geometry in ORCA input format:
```
! wB97M-V def2-TZVPD RIJCOSX def2/J DEFGRID3
* xyz 0 1
H 0.67085 2.37662 -0.17955
H 0.15032 -1.31101 2.37499
H -0.77194 -1.20351 -2.56592
H 2.19258 -1.04725 -0.13216
H -1.16004 -2.40936 0.78173
C 0.02352 -0.66790 0.32702
C -0.49440 0.73246 2.38431
H -1.76767 0.75239 -0.89855
C 0.52605 0.31205 -0.78482
H -0.21079 1.69885 1.95871
O -0.21663 -0.52391 -2.96884
H -2.11356 -0.94884 0.48522
H 1.40207 -0.17584 1.94563
O -1.58318 0.94158 -1.82946
H 2.00647 1.82406 -1.20727
C -1.22886 -1.50676 0.16392
H -0.34066 0.78924 3.46671
C -0.24371 0.57343 -2.08304
H -1.39909 -1.84453 -0.85825
H 1.06837 -1.82425 -1.29249
C 0.33915 -0.39707 1.79774
H 0.21689 1.40532 -2.62546
C 1.19321 -1.03472 -0.55834
H 1.96670 1.36757 0.48806
H -1.56270 0.58776 2.20004
C 1.33706 1.53363 -0.38994
*
```

Calculated values
- M: 144.2 g mol⁻¹
- E_LUMO: 0.78 eV
- SMILES: CC[C@]1(C)C[C@@]1(C)C(O)O
- Gap between HOMO and LUMO: 10.7 eV



--- 2 ---
C8H16O2 | ωB97M-V with the def2-TZVPD basis set

The geometry in ORCA input format:
```
! wB97M-V def2-TZVPD RIJCOSX def2/J DEFGRID3
* xyz 0 1
H -1.94447 -0.58946 -1.09098
H 2.19540 -0.90052 1.66241
C -0.37353 -0.22001 0.47442
H -0.57620 1.38472 -1.59349
C -1.68666 -0.95744 -0.09459
H -1.46951 -2.02542 -0.22874
C 0.20854 0.67109 -1.86086
O 0.93717 -1.49147 -1.12579
C 0.68806 -0.16631 -0.65228
C 2.68312 -0.14919 1.04989
H -3.68493 -1.56738 0.44655
H -1.65109 1.27168 1.48916
H -3.36338 0.14410 0.72204
C -0.62735 1.14298 1.13538
C 2.10396 0.32760 -0.06050
H 0.02294 1.25183 2.01073
H -0.18963 0.02678 -2.65304
H 1.65733 -1.41740 -1.77523
H -0.39591 1.98260 0.47477
O 2.78132 1.25972 -0.82922
H 1.00889 1.25565 -2.32221
H 3.67448 0.15807 1.36917
H 3.64400 1.44902 -0.42103
H -0.02927 -0.90261 1.26158
C -2.92267 -0.85641 0.78348
H -2.69062 -1.08224 1.82837
*
```

Calculated values
- M: 144.2 g mol⁻¹
- E_LUMO: 0.74 eV
- SMILES: C=C(O)[C@@](C)(O)[C@@H](C)CC
- Gap between HOMO and LUMO: 9.6 eV



Stability ranking, top and bottom: 1 is the most stable and 2 is the least stable.



--- 1 ---
C3H8N | ωB97M-V with the def2-TZVPD basis set

The geometry in ORCA input format:
```
! wB97M-V def2-TZVPD RIJCOSX def2/J DEFGRID3
* xyz 1 1
H -0.83735 -1.14145 1.57098
C -0.20631 0.58935 -0.14700
H -1.62547 -1.86704 0.30562
H -1.15416 0.94560 0.26111
H 1.70176 1.21996 -0.90706
H 0.90438 2.26768 0.30656
H 0.38841 2.29314 -1.37533
C 0.75530 1.64622 -0.57533
C 0.03028 -0.70524 -0.21759
H 0.88095 -1.11585 -0.73668
H -0.13167 -2.48256 0.81540
N -0.70612 -1.64979 0.69933
*
```

Calculated values
- M: 58.1 g mol⁻¹
- E_LUMO: -3.91 eV
- SMILES: C/C=C/[NH3+]
- Gap between HOMO and LUMO: 11.1 eV



--- 2 ---
C3H8N | ωB97M-V with the def2-TZVPD basis set

The geometry in ORCA input format:
```
! wB97M-V def2-TZVPD RIJCOSX def2/J DEFGRID3
* xyz 1 1
H 0.43442 1.61848 -0.96516
H 0.98318 -1.14008 1.86826
H -1.75342 0.47921 -1.48278
H 1.57294 0.61746 1.01732
C 0.12187 -0.64486 1.41482
H -0.74034 -1.00190 -1.69585
H 1.25896 0.14208 -1.18713
C 0.36778 0.55579 -0.71511
N 0.60952 0.42728 0.74647
C -0.96236 -0.13598 -1.07156
H -1.27433 -0.56685 -0.09819
H -0.61820 -0.35062 2.16890
*
```

Calculated values
- M: 58.1 g mol⁻¹
- E_LUMO: -7.81 eV
- SMILES: C=[NH+]CC
- Gap between HOMO and LUMO: 8.4 eV



Stability ranking, top and bottom: 1 is the most stable and 2 is the least stable.



--- 1 ---
C3H10S2 | ωB97M-V with the def2-TZVPD basis set

The geometry in ORCA input format:
```
! wB97M-V def2-TZVPD RIJCOSX def2/J DEFGRID3
* xyz 0 1
H 3.21348 0.50735 -0.20018
H 1.10946 1.16420 -1.71348
H 0.23159 -0.39785 -2.56677
H 2.02334 0.75626 1.04548
C 0.47467 0.16167 -1.58326
H -0.87203 -0.22821 1.18840
H -2.29143 1.13098 1.40234
H -3.32735 -1.33777 0.04670
C -1.95397 0.08326 1.11424
H 3.07785 -0.48428 1.21894
H -2.53979 -0.58775 1.86769
C 2.52893 0.03107 0.42938
S 1.38144 -1.05181 -0.54486
H -0.47912 0.57470 -1.10848
S -2.57708 -0.32181 -0.59615
*
```

Calculated values
- M: 110.2 g mol⁻¹
- E_LUMO: 0.76 eV
- SMILES: CSC.CS
- Gap between HOMO and LUMO: 9.3 eV



--- 2 ---
C3H10S2 | ωB97M-V with the def2-TZVPD basis set

The geometry in ORCA input format:
```
! wB97M-V def2-TZVPD RIJCOSX def2/J DEFGRID3
* xyz 0 1
H -1.97580 -0.55839 3.15513
C -2.64224 -0.08701 2.43189
S 2.84499 0.12600 -3.70651
H 5.06640 -0.02511 -2.60998
H 4.97277 -0.75708 -4.22389
H 2.21294 -0.70140 -1.10632
H -4.50693 -0.86871 3.25347
H -4.20727 0.89620 3.63946
H -4.70628 0.26803 2.06434
C 4.63989 0.07987 -3.60278
H 5.10820 0.97160 -4.02397
C -4.06592 0.08371 2.94067
H -2.26121 0.87910 2.09124
H -2.62990 -0.72016 1.54905
S 2.15035 0.41335 -1.85181
*
```

Calculated values
- M: 110.2 g mol⁻¹
- E_LUMO: 0.56 eV
- SMILES: CSS.CC
- Gap between HOMO and LUMO: 9.5 eV



Stability ranking, top and bottom: 2 is the most stable and 1 is the least stable.